14 unconnected molecules or ions with the total composition C50H139N11O14 at a distorted geometry. Source: the Open Molecules 2025 dataset; level of theory: ωB97M-V with the def2-TZVPD basis set.

Results
HOMO energy	-8.1	eV
energy	-3643.8342	a.u.
net charge	0
strongest force on any atom	2.0	eV Å⁻¹
Kohn-Sham gap	8.421	eV
LUMO energy	0.344	eV

Positions of all 214 atoms, in Å:
C 5.006 3.544 1.742
C 3.869 3.485 0.722
C 2.905 4.687 0.809
O 2.030 4.583 1.916
C 1.447 5.838 2.228
N 4.470 3.496 -0.615
H 4.680 3.459 2.787
H 5.520 4.505 1.705
H 5.696 2.701 1.700
H 3.303 2.554 0.855
H 2.286 4.688 -0.095
H 3.557 5.564 0.849
H 0.779 6.176 1.427
H 2.209 6.612 2.340
H 0.839 5.694 3.119
H 3.667 3.442 -1.247
H 4.826 2.560 -0.813
C 0.586 3.167 9.540
C -0.390 2.855 8.398
C 0.120 1.650 7.577
O -0.830 1.232 6.639
C -0.416 0.038 5.985
N -1.723 2.607 8.927
H 0.474 4.189 9.905
H 1.603 3.159 9.136
H 0.523 2.519 10.413
H -0.424 3.748 7.769
H 0.354 0.827 8.267
H 1.042 1.946 7.057
H -0.405 -0.826 6.654
H 0.558 0.241 5.531
H -1.106 -0.174 5.168
H -2.246 2.456 8.061
H -1.793 1.678 9.337
C -3.527 1.389 -1.197
C -3.307 1.065 0.282
C -3.067 2.303 1.149
O -4.182 3.150 1.164
C -4.059 4.193 2.129
N -4.441 0.224 0.699
H -3.689 0.477 -1.779
H -2.704 1.840 -1.761
H -4.402 2.011 -1.395
H -2.465 0.377 0.389
H -2.218 2.868 0.742
H -2.825 1.957 2.163
H -4.170 3.762 3.128
H -4.829 4.954 2.024
H -3.077 4.669 2.082
H -5.125 0.923 1.012
H -4.232 -0.142 1.631
C 4.284 2.684 -4.069
C 2.997 1.873 -3.814
C 3.095 0.397 -4.214
O 2.654 0.153 -5.543
C 2.562 -1.215 -5.807
N 2.617 2.033 -2.406
H 4.110 3.759 -4.146
H 4.755 2.378 -5.006
H 4.967 2.591 -3.225
H 2.170 2.340 -4.357
H 2.549 -0.197 -3.469
H 4.103 -0.034 -4.133
H 3.378 -1.895 -5.517
H 2.401 -1.482 -6.851
H 1.741 -1.620 -5.196
H 1.627 1.716 -2.325
H 3.156 1.355 -1.861
C -6.130 1.793 6.307
C -5.080 2.629 7.030
C -4.623 3.806 6.200
O -4.140 3.434 4.916
C -2.865 2.850 4.853
N -5.750 3.085 8.253
H -6.772 2.549 5.846
H -6.667 1.148 6.996
H -5.736 1.299 5.418
H -4.169 2.070 7.280
H -3.773 4.283 6.706
H -5.362 4.586 6.021
H -2.265 3.154 5.718
H -2.249 3.152 4.004
H -2.990 1.764 4.872
H -6.256 2.326 8.687
H -5.093 3.429 8.944
C 2.852 -4.556 1.616
C 4.310 -4.970 1.401
C 4.611 -5.597 0.035
O 3.935 -6.836 -0.007
C 4.099 -7.511 -1.210
N 5.176 -3.791 1.637
H 2.172 -5.405 1.534
H 2.547 -3.776 0.915
H 2.692 -4.146 2.616
H 4.612 -5.681 2.174
H 5.693 -5.794 0.063
H 4.479 -4.990 -0.865
H 3.460 -7.145 -2.021
H 3.789 -8.560 -1.188
H 5.146 -7.544 -1.530
H 5.291 -3.781 2.644
H 6.092 -3.934 1.224
C -3.866 4.462 -3.061
C -2.737 4.966 -3.982
C -1.713 3.869 -4.131
O -1.091 3.592 -2.894
C -0.062 4.491 -2.530
N -3.290 5.412 -5.265
H -3.511 4.162 -2.075
H -4.274 3.573 -3.550
H -4.667 5.171 -2.851
H -2.317 5.845 -3.488
H -0.970 4.233 -4.853
H -2.195 3.011 -4.606
H 0.549 4.815 -3.379
H 0.617 3.985 -1.846
H -0.507 5.393 -2.100
H -3.788 4.664 -5.742
H -2.535 5.601 -5.920
C -1.063 0.412 -5.548
C -1.921 -0.137 -4.415
C -3.318 -0.527 -4.887
O -4.009 0.508 -5.536
C -5.421 0.405 -5.507
N -1.267 -1.296 -3.806
H -1.653 0.981 -6.266
H -0.603 -0.413 -6.095
H -0.256 1.023 -5.143
H -2.151 0.598 -3.638
H -3.907 -0.903 -4.040
H -3.257 -1.407 -5.550
H -5.832 0.448 -4.496
H -5.690 -0.583 -5.900
H -5.869 1.142 -6.167
H -1.297 -2.101 -4.428
H -1.737 -1.668 -2.972
C 0.617 -0.908 -0.614
C -0.138 0.427 -0.751
C 0.247 1.439 0.283
O -0.260 1.021 1.554
C 0.204 1.842 2.593
N 0.082 0.856 -2.132
H 1.698 -0.767 -0.562
H 0.478 -1.536 -1.496
H 0.267 -1.488 0.243
H -1.210 0.207 -0.683
H -0.002 2.483 0.057
H 1.337 1.541 0.371
H 1.295 1.934 2.576
H -0.098 1.444 3.563
H -0.148 2.879 2.599
H -0.367 0.168 -2.733
H -0.444 1.711 -2.294
C -2.939 -4.051 -0.091
C -2.524 -3.417 -1.433
C -3.146 -4.084 -2.640
O -2.743 -5.435 -2.639
C -3.348 -6.263 -3.619
N -2.867 -1.979 -1.360
H -2.583 -5.065 0.110
H -4.021 -4.065 0.048
H -2.503 -3.506 0.752
H -1.446 -3.433 -1.600
H -2.888 -3.517 -3.544
H -4.233 -3.919 -2.660
H -2.812 -7.210 -3.622
H -3.372 -5.732 -4.573
H -4.370 -6.522 -3.323
H -3.836 -1.880 -1.070
H -2.314 -1.611 -0.592
C 0.502 -7.741 -4.699
C 0.131 -6.291 -4.976
C 1.184 -5.224 -4.707
O 1.644 -5.212 -3.371
C 0.776 -4.680 -2.383
N -0.294 -6.237 -6.405
H -0.255 -8.466 -4.995
H 0.787 -7.886 -3.657
H 1.403 -8.016 -5.256
H -0.757 -6.027 -4.389
H 0.954 -4.201 -5.019
H 2.051 -5.531 -5.300
H -0.094 -5.330 -2.260
H 0.464 -3.648 -2.562
H 1.329 -4.722 -1.445
H -0.769 -5.350 -6.557
H -1.034 -6.918 -6.540
C 4.731 -0.202 2.695
C 3.627 -0.882 1.899
O 4.096 -1.452 0.696
H 5.270 0.485 2.039
H 5.460 -0.926 3.057
H 4.249 0.415 3.456
H 2.832 -0.187 1.608
H 3.166 -1.652 2.530
H 4.464 -2.337 0.964
C -0.915 -3.291 3.850
C -0.233 -2.215 3.044
O -1.230 -1.243 2.732
H -1.320 -2.865 4.770
H -0.252 -4.110 4.137
H -1.698 -3.730 3.233
H 0.007 -2.682 2.083
H 0.613 -1.739 3.543
H -0.885 -0.473 2.243
C 7.297 1.077 -0.634
C 6.324 0.508 -1.671
O 4.995 0.647 -1.158
H 7.150 2.120 -0.366
H 8.320 0.890 -0.972
H 7.184 0.481 0.277
H 6.516 -0.547 -1.874
H 6.449 1.081 -2.588
H 4.854 -0.078 -0.531